*i*
Density functional theory data (the ωB97M-V functional and the def2-TZVPD basis) for a structure of composition C3H8NOS.

The geometry in XYZ format:
```
14
Properties=species:S:1:pos:R:3
S -0.2284 -0.0663 -2.3381
O 0.0300 -0.9177 -0.2253
N -0.9551 -1.3805 1.8963
C 0.1545 1.6481 -2.1721
C -0.4740 -0.2889 0.9224
C 0.9668 -0.1679 0.6998
H 1.1876 1.9026 -2.6366
H -0.4156 2.4107 -2.8457
H -0.2003 -1.9204 2.3740
H -0.0183 1.9182 -1.1705
H -1.4684 -0.9331 2.6326
H -1.5974 -1.9573 1.3584
H 1.6418 -0.8857 1.1973
H 1.3766 0.6381 0.3077
```

orbital gap (alpha / beta) = 5.8154 / 7.3636 eV
LUMO level (alpha / beta) = -6.614 / -5.201 eV
net charge = +1



*ii*
Density functional theory data (the ωB97M-V functional and the def2-TZVPD basis) for a structure of composition C3H8NOS.

The geometry in XYZ format:
```
14
Properties=species:S:1:pos:R:3
S 3.0905 0.4654 -0.0156
O 2.3725 -0.9860 -0.3395
N 0.2886 -0.0738 -0.4181
C 1.1633 -1.1506 0.2487
C 0.9415 1.2395 -0.2020
C -1.0511 -0.0677 0.0985
H 1.1030 -0.7303 1.3650
H 0.9090 1.7447 0.7723
H -1.7476 0.7951 -0.1907
H 0.3637 -0.2087 -1.5211
H 0.8054 -2.1796 0.1423
H -1.5372 -0.9342 -0.2767
H 0.8834 1.7943 -1.0183
H -0.9348 -0.1718 1.2154
```

orbital gap = 8.8506 eV
LUMO level = -4.781 eV
net charge = +1



Q: What are the energies relative to the best structure? A: *i* 71.5; *ii* 0.0, in kcal/mol.



*i*
Density functional theory data (the ωB97M-V functional and the def2-TZVPD basis) for an isolated molecule of CH4O2.

The geometry in XYZ format:
```
7
Properties=species:S:1:pos:R:3
O -1.1819 -0.4373 -0.5809
O 0.5280 0.6607 0.7470
C 0.1952 -0.4260 -0.0312
H 0.7158 1.5345 0.2918
H 0.9895 -0.4819 -0.7419
H 0.1224 -1.3751 0.6312
H -1.3690 0.5250 -0.3161
```

orbital gap = 11.0927 eV
LUMO level = 0.668 eV
net charge = 0
SMILES = OCO



*ii*
Density functional theory data (the ωB97M-V functional and the def2-TZVPD basis) for a cluster of 2 separate species, CH4O2 in total.

The geometry in XYZ format:
```
7
Properties=species:S:1:pos:R:3
O 0.5284 0.0937 1.2277
O -2.0103 -0.0611 -1.7564
C 1.7128 0.0085 1.0663
H -1.8498 -0.0525 -0.7856
H 2.2204 -0.3899 0.1558
H 2.3620 0.2384 1.9444
H -2.9636 0.1630 -1.8522
```

orbital gap = 11.1858 eV
LUMO level = 0.810 eV
net charge = 0
SMILES = C=O.O



Q: What are the energies relative to the best structure? A: *i* 2.3; *ii* 0.0, in kcal/mol.



*i*
Density functional theory data (the ωB97M-V functional and the def2-TZVPD basis) for a cluster of 2 separate species, C8H16O2 in total.

The geometry in XYZ format:
```
26
Properties=species:S:1:pos:R:3
O 3.5252 1.2540 -1.1088
O -4.3302 -3.9107 0.6405
C -3.0284 -1.9450 0.3424
C 4.6986 2.0063 -0.7169
C 4.1696 3.4166 -0.4038
C -3.6865 -1.9849 1.6768
C 2.6911 3.4334 -0.8304
C -3.4180 -3.2497 -0.3200
C 2.4399 2.0917 -1.5767
C -3.8542 -3.4503 1.9333
H -3.9128 -3.1498 -1.3052
H 2.3543 2.1981 -2.6752
H -2.5877 -3.9732 -0.4323
H -4.5258 -3.6660 2.7864
H 5.0602 1.4533 0.1712
H 2.3868 4.3316 -1.4014
H 5.4458 1.8742 -1.5230
H -4.6717 -1.5266 1.4649
H -2.8559 -3.8610 2.1786
H -3.4045 -1.0487 -0.1873
H -1.9306 -1.8421 0.4405
H 4.3992 3.7395 0.6299
H -3.1803 -1.3585 2.4363
H 4.6533 4.1328 -1.0955
H 2.0670 3.3876 0.0827
H 1.4957 1.6474 -1.2070
```

orbital gap = 10.4750 eV
LUMO level = 0.858 eV
net charge = 0
SMILES = C1CCOC1.C1CCOC1



*ii*
Density functional theory data (the ωB97M-V functional and the def2-TZVPD basis) for a cluster of 3 separate species, C8H16O2 in total.

The geometry in XYZ format:
```
26
Properties=species:S:1:pos:R:3
O 0.3753 -2.3386 0.1073
O 0.0854 -0.7331 -1.5156
C -2.5777 0.7369 -0.2910
C -0.6185 2.3957 -0.3689
C 0.8970 -1.3603 -0.6946
C 1.6192 0.0944 0.6223
C -0.7278 -0.3318 2.2053
C -1.1350 1.0444 0.0767
C -0.5531 0.3478 1.0873
C 2.2043 -1.8039 -1.2875
H 0.4483 2.5091 -0.1786
H -2.8534 -0.2848 -0.0233
H 2.6403 -1.0055 -1.8812
H 1.4626 0.9893 1.2224
H -0.5671 -2.1771 0.2528
H -0.0722 -1.1265 2.5335
H -0.7867 2.5388 -1.4391
H -3.2625 1.4146 0.2306
H -1.1345 3.2040 0.1569
H -1.5134 -0.0278 2.8899
H 2.9016 -2.1149 -0.5118
H 2.1204 -0.6189 1.2718
H 2.2539 0.4351 -0.1926
H -0.4678 -0.0007 -0.9655
H 2.0028 -2.6557 -1.9413
H -2.7412 0.8695 -1.3657
```

orbital gap = 8.5354 eV
LUMO level = 0.793 eV
net charge = 0



*iii*
Density functional theory data (the ωB97M-V functional and the def2-TZVPD basis) for a cluster of 2 separate species, C8H16O2 in total.

The geometry in XYZ format:
```
26
Properties=species:S:1:pos:R:3
O -2.4105 2.1309 -0.9781
O -2.9022 -0.2294 -2.8324
C 2.2867 0.0312 0.1417
C -0.3133 -0.3833 -0.1974
C -1.1787 1.9472 -0.8625
C 2.7816 -0.5345 1.4908
C -1.5577 -0.6595 0.6465
C 0.8467 0.0199 0.7079
C -0.5162 0.6673 -1.2880
C 1.3312 -0.9714 1.7917
H -2.9802 -1.0506 -2.3413
H -1.7825 0.1958 1.3012
H -1.4196 -1.5567 1.2662
H 0.4830 0.9097 -1.6973
H -0.0164 -1.3226 -0.6942
H -2.4456 -0.8456 0.0279
H 3.5538 -1.3148 1.4642
H 0.9548 -0.8377 2.8149
H -0.9372 1.0461 -2.3535
H -0.6283 2.5520 -0.1147
H -3.1220 0.6676 -2.2434
H 2.3912 -0.7041 -0.6706
H 3.1114 0.2649 2.1688
H 1.1493 -2.0104 1.4781
H 2.6991 0.9916 -0.1963
H 0.6216 0.9961 1.1698
```

orbital gap = 10.1451 eV
LUMO level = 0.519 eV
net charge = 0
SMILES = C[C@@H](CC=O)C1CCC1.O



Q: What are the energies relative to the best structure? A: *i* 0.0; *ii* 73.8; *iii* 35.8, in kcal/mol.



*i*
Density functional theory data (the ωB97M-V functional and the def2-TZVPD basis) for a cluster of 3 separate species, C5H14O2 in total.

The geometry in XYZ format:
```
21
Properties=species:S:1:pos:R:3
O 0.5476 0.8809 3.0808
O 1.9697 -1.3269 2.1471
C -1.7101 0.2021 -0.8466
C 1.9987 0.7638 -1.5284
C 0.6069 0.2656 -1.8814
C -2.8162 -0.7661 -0.1070
C -0.2420 -0.3173 -1.0066
H 1.9300 1.8845 -1.2640
H -2.9853 -1.7057 -0.7735
H -2.2711 -0.8447 0.9308
H 2.3592 -0.6308 2.8856
H 0.3519 0.3097 -2.9705
H 2.5822 0.7338 -2.4899
H -2.0551 0.5776 -1.8189
H 0.1135 0.1389 3.6474
H 0.3535 0.6580 2.1775
H 0.0222 -1.3047 -0.5727
H -1.5936 1.0402 -0.2117
H 2.6915 0.1767 -0.8877
H 1.8789 -0.5925 1.5772
H -3.7324 -0.1431 -0.0874
```

orbital gap = 8.5005 eV
LUMO level = 0.445 eV
net charge = 0
SMILES = C/C=C/CC.O.O



*ii*
Density functional theory data (the ωB97M-V functional and the def2-TZVPD basis) for a cluster of 2 separate species, C5H14O2 in total.

The geometry in XYZ format:
```
21
Properties=species:S:1:pos:R:3
O 1.5895 -0.3756 1.4675
O 0.0028 1.3861 -2.6786
C -0.6601 -0.8096 -2.1991
C 0.5981 -1.1053 2.1680
C 0.6411 -0.7179 3.6313
C -1.6974 1.1340 -0.9943
C -0.4295 0.5552 -1.5950
H 1.8822 -0.8707 0.7109
H -1.5018 2.0563 -0.4475
H -1.1186 -1.5033 -1.4970
H 0.1491 2.2644 -2.3311
H 0.7293 -2.1837 2.0545
H -1.2905 -0.7124 -3.0851
H 1.5880 -1.0280 4.0760
H -2.3992 1.3582 -1.7988
H -0.3944 -0.8588 1.7687
H 0.2600 -1.2548 -2.5709
H -2.1938 0.4434 -0.3109
H -0.1758 -1.2053 4.1588
H 0.3867 0.5182 -0.8714
H 0.5991 0.3656 3.7318
```

orbital gap = 11.0186 eV
LUMO level = 0.812 eV
net charge = 0
SMILES = CC(C)O.CCO



Q: What are the energies relative to the best structure? A: *i* 83.6; *ii* 0.0, in kcal/mol.